(1)
12
Properties=species:S:1:pos:R:3 method="wB97M-V/def2-TZVPD" homo_lumo_gap_ev=9.06 homo_energy_ev=-8.500 relative_energy_kcal_mol=51.29
C -0.59 -0.49 1.17
C 0.55 -0.68 0.14
C -1.58 -1.87 0.40
C 0.69 0.65 -0.49
S -0.90 -2.02 2.06
S -0.23 -2.03 -0.84
H -1.02 0.48 1.44
H 1.34 -1.12 0.66
H -2.71 -1.96 0.22
H 1.41 0.69 -1.27
H 0.84 1.42 0.23
H -0.29 0.79 -0.98

(2)
55
Properties=species:S:1:pos:R:3 method="wB97M-V/def2-TZVPD" homo_lumo_gap_ev="6.14 / 4.57" charge=+1 homo_energy_ev="-10.247 / -10.247" multiplicity=2 relative_energy_kcal_mol=48.98
Cu 0.11 0.12 0.08
P 1.69 -1.42 -0.03
C 2.69 -0.78 -1.33
C 2.08 0.25 -2.08
N 0.95 0.86 -1.58
C 0.41 1.96 -2.14
C 0.83 2.38 -3.40
C 1.90 1.70 -4.01
C 2.54 0.67 -3.36
C -0.70 2.66 -1.41
P -0.53 2.29 0.38
H 3.37 0.12 -3.78
H 0.30 3.20 -3.87
H 2.22 2.00 -5.01
H -0.68 3.74 -1.62
H -1.69 2.28 -1.75
H 4.79 0.69 -0.62
H 3.51 -1.33 -1.79
H 3.99 2.11 1.79
O 5.16 1.28 0.07
H 6.11 1.24 -0.13
H 1.00 0.62 1.20
O 3.40 2.15 2.58
H 2.59 2.57 2.23
C 0.45 3.77 0.85
H -0.03 4.69 0.49
H 0.50 3.80 1.95
H 1.46 3.70 0.43
C -2.19 2.83 0.92
H -2.17 2.85 2.02
H -2.45 3.83 0.54
H -2.93 2.10 0.57
C 0.99 -2.98 -0.69
H 1.80 -3.64 -1.02
H 0.40 -3.48 0.09
H 0.34 -2.75 -1.54
C 2.84 -2.00 1.26
H 2.25 -2.58 1.98
H 3.62 -2.63 0.81
H 3.29 -1.12 1.74
O -2.84 -2.94 -0.90
C -3.47 -2.93 0.29
C -4.52 -3.84 0.59
C -5.16 -3.80 1.83
C -4.75 -2.87 2.79
C -3.71 -1.97 2.51
C -3.08 -1.98 1.26
C -1.99 -0.98 1.01
O -1.64 -0.20 1.91
O -1.43 -0.95 -0.19
H -2.19 -2.16 -0.87
H -4.86 -4.55 -0.16
H -5.97 -4.49 2.06
H -5.24 -2.85 3.76
H -3.40 -1.26 3.27

(3)
14
Properties=species:S:1:pos:R:3 method="wB97M-V/def2-TZVPD" homo_lumo_gap_ev="6.26 / 6.12" charge=-1 homo_energy_ev="-4.616 / -5.488" multiplicity=5 relative_energy_kcal_mol=0.00
Co -0.64 0.55 -0.46
S 1.59 3.26 2.97
Sb -0.38 2.94 1.80
S -0.70 0.57 1.66
S -0.31 2.61 -0.52
S -1.49 3.58 3.73
N 1.07 -0.81 -0.96
N 0.48 -2.01 -1.37
C -0.92 -2.13 -1.33
O -1.40 -3.24 -1.51
O -1.55 -1.02 -1.15
H 1.77 -0.54 -1.64
H 1.50 -0.89 -0.04
H 0.98 -2.87 -1.19

(4)
24
Properties=species:S:1:pos:R:3 method="wB97M-V/def2-TZVPD" homo_lumo_gap_ev=8.90 homo_energy_ev=-8.714 relative_energy_kcal_mol=18.56
C -1.32 -2.49 -0.07
C -1.68 -0.94 -0.14
C -0.88 -0.10 -1.09
C 0.46 0.25 -0.97
C 0.93 0.00 1.46
C 1.26 0.17 0.18
F 1.69 0.08 2.55
P -2.69 3.01 -0.29
P 3.10 0.75 0.14
I 4.30 -3.15 0.49
H -2.00 -2.97 0.62
H -1.20 -2.83 -1.04
H -0.28 -2.52 0.37
H -1.64 -0.60 0.87
H -2.77 -0.75 -0.34
H -1.47 -0.08 -2.06
H -2.24 4.14 -1.04
H 0.86 0.74 -1.89
H 3.85 -1.56 0.29
H 0.00 -0.36 1.82
H -2.80 3.86 0.95
H -1.51 2.35 0.24
H 3.25 0.78 -1.21
H 2.79 2.22 0.16

(5)
41
Properties=species:S:1:pos:R:3 method="wB97M-V/def2-TZVPD" homo_lumo_gap_ev=7.23 homo_energy_ev=-7.635 relative_energy_kcal_mol=7.85
Pd -0.13 -0.75 -0.69
C -2.23 2.09 -1.01
C -0.78 2.35 -0.76
C -0.36 3.68 -0.53
C 0.96 3.96 -0.33
C 1.91 2.93 -0.38
C 3.30 3.10 -0.23
Br 4.02 4.82 0.10
C 4.15 2.03 -0.32
C 3.65 0.75 -0.57
Br 4.85 -0.70 -0.70
C 2.30 0.50 -0.72
O 1.82 -0.68 -0.98
C 1.42 1.62 -0.61
N 0.08 1.35 -0.77
H -2.73 3.00 -1.34
H -2.73 1.77 -0.09
H -2.36 1.34 -1.78
H -1.10 4.46 -0.52
H 1.29 4.98 -0.15
H 5.22 2.17 -0.20
N -2.17 -1.03 -0.34
C -2.55 -1.41 1.06
C -1.91 -0.54 2.13
C -0.55 -1.11 2.60
O -0.48 -1.54 3.75
O 0.36 -1.10 1.71
H -2.70 -0.21 -0.60
H -2.48 -1.76 -0.97
H -2.25 -2.45 1.21
H -3.64 -1.37 1.12
H -2.57 -0.49 2.99
H -1.78 0.48 1.75
S 0.98 -4.94 0.37
C -0.43 -5.07 -0.59
C -0.77 -3.86 -1.07
N 0.07 -2.84 -0.68
C 1.04 -3.27 0.09
H -0.91 -6.02 -0.78
H -1.59 -3.65 -1.74
H 1.77 -2.62 0.53

(6)
141
Properties=species:S:1:pos:R:3 method="wB97M-V/def2-TZVPD" homo_lumo_gap_ev=8.26 homo_energy_ev=-9.532
O -26.75 11.02 11.18
S -25.42 11.04 11.69
O -25.13 11.72 12.91
O -25.00 9.52 11.76
C -23.84 9.16 12.45
C -24.12 8.83 13.91
C -24.34 11.68 10.54
H -23.18 9.97 12.46
H -23.32 8.36 11.98
H -24.97 8.09 13.90
H -24.46 9.73 14.44
H -23.26 8.30 14.42
H -24.64 12.71 10.39
H -24.38 11.08 9.65
H -23.32 11.71 10.94
C -20.98 4.68 10.20
C -21.01 6.00 9.92
C -20.95 6.99 10.89
C -20.75 6.54 12.21
C -20.70 5.21 12.57
C -20.81 4.28 11.52
N -20.72 7.58 13.28
O -20.36 7.25 14.42
O -21.00 8.72 12.94
H -21.13 3.94 9.48
H -21.22 6.32 8.91
H -20.92 8.04 10.64
H -20.65 4.84 13.61
H -20.76 3.23 11.70
C -24.38 8.54 17.84
C -23.04 8.40 17.58
C -22.58 7.13 17.14
C -23.51 6.19 16.75
C -24.88 6.36 16.88
C -25.29 7.54 17.45
N -22.97 4.90 16.24
O -23.82 4.08 15.91
O -21.76 4.82 16.35
H -24.75 9.48 18.20
H -22.32 9.20 17.77
H -21.53 6.90 16.97
H -25.59 5.62 16.42
H -26.39 7.69 17.36
C -24.21 12.51 16.46
C -22.95 13.04 16.12
C -21.97 13.28 17.06
C -22.28 13.10 18.38
C -23.53 12.68 18.79
C -24.49 12.26 17.82
N -21.30 13.41 19.44
O -20.16 13.79 19.14
O -21.64 13.15 20.56
H -24.84 12.03 15.68
H -22.85 13.08 15.08
H -20.99 13.61 16.70
H -23.79 12.62 19.81
H -25.43 11.78 18.07
C -17.34 10.78 15.20
C -18.57 11.23 15.68
C -19.61 11.44 14.80
C -19.34 11.23 13.43
C -18.18 10.77 12.98
C -17.15 10.55 13.87
N -20.43 11.41 12.49
O -20.27 11.03 11.35
O -21.34 12.10 12.86
H -16.61 10.70 16.00
H -18.79 11.49 16.74
H -20.61 11.67 15.11
H -17.98 10.74 11.92
H -16.27 10.09 13.49
C -28.12 6.45 11.77
C -28.05 7.84 12.01
C -28.43 8.36 13.20
C -28.98 7.50 14.10
C -29.18 6.18 13.92
C -28.73 5.66 12.70
N -29.50 8.07 15.45
O -29.65 7.27 16.33
O -29.70 9.28 15.42
H -27.78 5.96 10.82
H -27.53 8.49 11.28
H -28.37 9.40 13.45
H -29.70 5.54 14.69
H -28.72 4.58 12.51
C -24.15 3.36 11.86
C -24.85 2.20 12.18
C -25.75 2.24 13.24
C -25.92 3.45 13.88
C -25.27 4.62 13.55
C -24.30 4.57 12.52
N -26.92 3.46 14.95
O -27.55 2.47 15.22
O -27.07 4.49 15.55
H -23.44 3.38 11.05
H -24.67 1.30 11.57
H -26.32 1.39 13.62
H -25.48 5.55 13.91
H -23.92 5.43 12.12
C -21.90 11.22 7.64
C -20.58 11.61 7.91
C -19.73 11.91 6.78
C -20.27 11.83 5.50
C -21.60 11.52 5.26
C -22.40 11.19 6.36
N -19.31 11.92 4.33
O -18.21 11.59 4.62
O -19.78 12.19 3.25
H -22.43 10.81 8.55
H -20.19 11.58 8.92
H -18.69 12.15 6.97
H -21.97 11.52 4.23
H -23.43 10.87 6.14
C -30.10 13.71 15.60
C -29.14 13.18 14.74
C -28.29 12.18 15.17
C -28.49 11.61 16.43
C -29.38 12.16 17.32
C -30.24 13.14 16.87
N -27.53 10.58 16.82
O -27.90 9.89 17.77
O -26.56 10.44 16.10
H -30.65 14.66 15.33
H -28.88 13.65 13.80
H -27.52 11.71 14.55
H -29.45 11.63 18.31
H -30.99 13.51 17.57
C -26.92 4.89 7.87
C -25.98 4.96 8.88
C -25.24 6.13 9.13
C -25.53 7.25 8.32
C -26.46 7.18 7.32
C -27.13 6.01 7.08
N -24.70 8.44 8.56
O -23.78 8.37 9.35
O -25.06 9.45 7.97
H -27.47 3.99 7.59
H -25.72 4.10 9.42
H -24.48 6.26 9.85
H -26.69 8.01 6.75
H -27.84 5.94 6.28